Record 1
The following is a DFT calculation (ωB97M-V/def2-TZVPD) of C26H23F4I2N3Ti as an isolated structure.

Calculated values
M: 755.2 u
HOMO-LUMO gap (spin up / spin down): 7.050 / 7.380 eV

Geometry as ORCA input:
```
! wB97M-V def2-TZVPD RIJCOSX def2/J DEFGRID3
* xyz 0 3
Ti 0.391 0.168 -0.347
C -2.232 0.022 1.603
N -1.652 0.798 0.500
C -1.646 2.215 0.906
C -2.487 0.625 -0.703
C -1.911 1.402 -1.869
N -0.458 1.274 -1.830
C 0.271 1.853 -2.846
C 1.657 1.917 -2.685
F 2.137 1.417 -1.520
C 2.527 2.462 -3.595
F 3.835 2.469 -3.315
C 2.055 3.007 -4.775
C 0.691 2.968 -4.966
F 0.166 3.478 -6.091
C -0.183 2.414 -4.047
F -1.496 2.426 -4.357
H -3.227 0.411 1.853
H -1.595 0.098 2.482
H -2.331 -1.024 1.321
H -2.676 2.568 1.039
H -1.149 2.826 0.157
H -1.103 2.318 1.843
H -3.522 0.932 -0.501
H -2.496 -0.442 -0.940
H -2.213 2.454 -1.818
H -2.342 0.994 -2.784
H 2.715 3.438 -5.511
C 2.313 3.309 2.178
C 2.571 2.612 3.354
C 2.234 1.276 3.446
C 1.628 0.624 2.367
C 1.344 1.313 1.178
C 1.714 2.659 1.108
C 1.212 -0.790 2.441
C 1.584 -1.632 3.519
C 1.123 -2.907 3.574
C 0.268 -3.392 2.555
C -0.283 -4.696 2.574
C -1.111 -5.114 1.574
C -1.414 -4.239 0.506
C -0.882 -2.985 0.462
C -0.029 -2.523 1.490
N 0.463 -1.241 1.442
H 2.580 4.356 2.096
H 3.035 3.110 4.196
H 2.438 0.756 4.374
H 1.527 3.226 0.202
H 2.244 -1.263 4.289
H 1.402 -3.561 4.391
H -0.039 -5.352 3.400
H -1.533 -6.109 1.596
H -2.075 -4.568 -0.287
H -1.099 -2.328 -0.372
I -2.748 -2.754 -3.068
C -0.975 -3.719 -3.376
I 1.723 -1.833 -1.653
H -0.334 -3.351 -4.158
H -0.607 -4.371 -2.602
*
```

These are the natural (NBO) partial charges, in e, on atoms 1 to 8: atom 1 (Ti): 1.418, atom 2 (C): -0.401, atom 3 (N): -0.502, atom 4 (C): -0.413, atom 5 (C): -0.217, atom 6 (C): -0.233, atom 7 (N): -0.818, atom 8 (C): 0.088

Record 2
The following is a DFT calculation (ωB97M-V/def2-TZVPD) of C26H24Br2N9OReS as an isolated structure in a non-equilibrium geometry.

Calculated values
M: 856.6 u
HOMO-LUMO gap (spin up / spin down): 6.210 / 5.491 eV

Geometry as ORCA input:
```
! wB97M-V def2-TZVPD RIJCOSX def2/J DEFGRID3
* xyz 3 4
Re 0.361 0.158 0.078
Br -4.533 0.863 5.762
C -3.037 0.814 4.602
C -1.690 0.720 5.023
C -0.706 0.540 4.095
C -0.974 0.372 2.747
O 0.023 -0.128 1.965
C -2.274 0.571 2.245
C -2.582 0.518 0.879
N -1.722 0.233 -0.121
C -2.133 0.198 -1.451
C -3.493 0.212 -1.888
C -3.794 -0.059 -3.213
C -2.765 -0.336 -4.123
C -1.401 -0.323 -3.760
C -0.375 -0.807 -4.612
C 0.909 -0.810 -4.083
C 1.152 -0.336 -2.817
N 0.203 0.065 -1.914
C -1.099 0.025 -2.388
C -3.313 0.837 3.220
H -1.416 0.802 6.070
H 0.315 0.428 4.402
H -3.613 0.694 0.583
H -4.278 0.441 -1.170
H -4.820 -0.096 -3.545
H -3.068 -0.551 -5.135
H -0.594 -1.144 -5.609
H 1.763 -1.199 -4.637
H 2.203 -0.301 -2.482
H -4.346 1.014 2.958
N -0.361 2.281 -0.116
N 0.785 3.118 -0.248
C 1.352 3.546 0.941
N 1.592 4.859 0.956
S 1.796 2.545 2.257
H -1.035 2.450 -0.881
H -0.818 2.528 0.749
H 0.827 3.746 -1.060
H 1.267 5.475 0.209
H 2.162 5.256 1.695
Br 2.831 -1.293 2.606
C 3.371 -0.398 1.033
C 4.730 -0.493 0.698
C 5.244 0.318 -0.310
C 4.384 1.175 -1.010
C 3.055 1.180 -0.691
N 2.501 0.359 0.269
H 5.338 -1.193 1.253
H 6.299 0.381 -0.518
H 4.723 1.859 -1.814
H 2.370 1.866 -1.181
N -1.783 -4.586 1.191
C -0.718 -3.983 0.593
C -0.626 -2.555 0.640
N 0.437 -1.911 0.119
C 1.395 -2.691 -0.478
C 1.305 -4.049 -0.455
N 0.257 -4.741 0.034
H -2.659 -4.102 1.333
H -1.871 -5.612 1.158
H -1.385 -1.910 1.095
H 2.245 -2.162 -0.900
H 2.088 -4.677 -0.848
*
```

These are the natural (NBO) partial charges, in e, on atoms 1 to 8: atom 1 (Re): 1.781, atom 2 (Br): 0.185, atom 3 (C): -0.114, atom 4 (C): -0.097, atom 5 (C): -0.249, atom 6 (C): 0.364, atom 7 (O): -0.682, atom 8 (C): -0.191

Record 3
The following is a DFT calculation (ωB97M-V/def2-TZVPD) of C26H24BrCl2FGaN4O7 as an isolated structure.

Calculated values
M: 744.0 u
HOMO-LUMO gap: 4.519 eV

Geometry as ORCA input:
```
! wB97M-V def2-TZVPD RIJCOSX def2/J DEFGRID3
* xyz -1 1
Ga -2.324 -4.561 0.886
F 2.283 -0.078 2.891
C 1.212 0.061 2.070
C 0.244 -0.896 2.054
C -0.884 -0.727 1.249
C -1.873 -1.796 1.184
O -1.706 -2.824 1.881
C -2.977 -1.576 0.309
C -3.013 -0.432 -0.426
N -2.089 0.551 -0.384
C -2.169 1.675 -1.288
C -3.499 2.315 -1.517
C -2.447 3.032 -0.717
C -0.990 0.415 0.450
C 0.037 1.356 0.441
C 1.142 1.205 1.256
N 2.147 2.171 1.194
C 3.564 1.908 1.265
C 4.153 2.277 -0.081
N 3.728 3.640 -0.554
C 2.334 4.100 -0.232
C 1.870 3.589 1.114
C -4.159 -2.510 0.149
O -5.167 -2.060 -0.373
O -4.026 -3.721 0.571
H 0.333 -1.789 2.659
H -3.849 -0.274 -1.092
H -1.473 1.623 -2.118
H -4.343 1.920 -0.969
H -3.722 2.653 -2.518
H -2.600 3.086 0.352
H -1.926 3.870 -1.160
H 0.040 2.157 -0.284
H 3.753 0.844 1.415
H 4.044 2.439 2.101
H 3.815 1.568 -0.820
H 5.243 2.280 -0.093
H 3.712 3.544 -1.620
H 4.399 4.328 -0.223
H 1.684 3.714 -1.019
H 2.350 5.189 -0.309
H 0.801 3.776 1.202
H 2.369 4.100 1.948
C -1.219 -4.832 -0.600
H -0.389 -5.518 -0.435
H -1.801 -5.146 -1.467
Br 0.373 -2.747 -1.593
C 1.676 -1.506 -2.266
C 2.958 -1.957 -2.560
N 3.947 -1.170 -2.981
C 3.683 0.129 -3.112
C 2.438 0.687 -2.847
C 1.412 -0.156 -2.432
C 2.234 2.189 -2.863
O 3.278 2.910 -2.975
O 1.074 2.617 -2.653
H 3.198 -3.007 -2.435
H 4.493 0.774 -3.435
H 0.434 0.255 -2.224
Cl -5.583 -5.714 2.619
C -4.536 -4.941 3.822
Cl -4.633 -3.164 3.729
C -3.070 -5.415 3.721
O -2.571 -5.789 4.766
O -2.510 -5.424 2.571
H -4.908 -5.213 4.801
*
```

These are the natural (NBO) partial charges, in e, on atoms 1 to 8: atom 1 (Ga): 1.736, atom 2 (F): -0.335, atom 3 (C): 0.325, atom 4 (C): -0.187, atom 5 (C): -0.172, atom 6 (C): 0.547, atom 7 (O): -0.689, atom 8 (C): -0.318

Record 4
The following is a DFT calculation (ωB97M-V/def2-TZVPD) of a 2-piece molecular cluster, C26H24BrF6N4 overall in a non-equilibrium geometry.

Calculated values
M: 586.4 u
HOMO-LUMO gap: 5.871 eV

Geometry as ORCA input:
```
! wB97M-V def2-TZVPD RIJCOSX def2/J DEFGRID3
* xyz 1 1
C 5.221 3.105 1.364
N 5.240 1.955 0.490
C 6.507 1.613 -0.136
C 6.584 2.334 -1.460
F 7.743 2.116 -2.148
F 5.530 1.936 -2.258
F 6.442 3.692 -1.270
C 4.096 1.246 0.240
C 4.113 -0.178 0.184
C 2.932 -0.877 0.059
C 1.696 -0.213 -0.165
C 0.479 -0.976 -0.252
C -0.823 -0.378 -0.353
C -1.848 -1.139 -0.984
C -3.018 -0.549 -1.436
C -3.260 0.832 -1.199
N -4.436 1.460 -1.616
C -4.887 1.363 -3.001
C -5.475 1.787 -0.632
C -5.311 3.142 0.000
F -6.433 3.521 0.686
F -4.260 3.149 0.890
F -5.058 4.096 -0.958
C -2.285 1.569 -0.478
C -1.147 0.953 0.019
C 1.753 1.194 -0.376
C 2.877 1.920 -0.029
H 4.446 2.976 2.144
H 6.207 3.185 1.846
H 5.007 4.032 0.798
H 7.316 1.981 0.504
H 6.562 0.536 -0.329
H 5.064 -0.699 0.334
H 2.945 -1.967 0.144
H 0.586 -1.966 -0.737
H -1.677 -2.209 -1.129
H -3.765 -1.147 -1.959
H -4.259 0.655 -3.563
H -5.937 1.036 -3.029
H -4.826 2.360 -3.482
H -6.434 1.799 -1.169
H -5.463 1.042 0.184
H -2.435 2.633 -0.359
H -0.505 1.528 0.694
H 0.911 1.733 -0.801
H 2.866 3.013 -0.001
C 0.171 -2.388 1.561
N -0.004 -1.458 2.538
N 0.313 -0.534 3.184
C -0.739 -3.512 1.587
C -0.441 -4.758 0.986
C -1.403 -5.768 0.896
C -2.692 -5.549 1.425
Br -4.069 -6.810 1.113
C -2.993 -4.328 2.046
C -2.021 -3.325 2.137
H 1.196 -2.592 1.230
H 0.559 -4.925 0.570
H -1.185 -6.721 0.407
H -3.996 -4.145 2.438
H -2.278 -2.383 2.613
*
```

These are the natural (NBO) partial charges, in e, on atoms 1 to 8: atom 1 (C): -0.409, atom 2 (N): -0.423, atom 3 (C): -0.291, atom 4 (C): 0.968, atom 5 (F): -0.310, atom 6 (F): -0.333, atom 7 (F): -0.331, atom 8 (C): 0.277

Record 5
The following is a DFT calculation (ωB97M-V/def2-TZVPD) of C26H24BrN3O3PbS4 as an isolated structure in a non-equilibrium geometry.

Calculated values
M: 841.9 u
HOMO-LUMO gap: 4.021 eV

Geometry as ORCA input:
```
! wB97M-V def2-TZVPD RIJCOSX def2/J DEFGRID3
* xyz -2 1
Pb 0.000 0.000 0.000
C -1.100 2.969 -2.106
C -1.444 2.522 -0.711
N -1.596 1.252 -0.479
N -2.414 0.916 0.693
C -2.102 0.183 1.748
S -0.668 -0.760 2.247
S -3.452 0.145 2.958
C -3.065 1.739 3.734
C -2.484 1.601 5.124
C -3.303 1.531 6.259
C -2.742 1.388 7.531
C -1.357 1.307 7.680
C -0.534 1.366 6.558
C -1.095 1.512 5.289
C -1.239 3.487 0.381
C -1.793 4.769 0.420
C -1.417 5.620 1.452
C -0.490 5.181 2.399
C 0.058 3.890 2.315
C -0.296 2.992 1.300
O 0.140 1.792 1.173
H -1.845 2.575 -2.803
H -1.080 4.057 -2.196
H -0.117 2.573 -2.379
H -2.412 2.356 3.113
H -4.004 2.301 3.804
H -4.383 1.569 6.145
H -3.386 1.321 8.401
H -0.917 1.176 8.663
H 0.544 1.272 6.647
H -0.449 1.519 4.406
H -2.503 5.077 -0.335
H -1.837 6.616 1.522
H -0.188 5.827 3.216
H 0.769 3.553 3.067
C 4.946 0.844 0.288
C 3.603 0.186 0.353
S 2.191 1.082 -0.109
C 3.380 -1.077 0.750
C 4.418 -2.059 1.198
S 1.719 -1.582 0.727
H 4.899 1.881 -0.064
H 5.606 0.302 -0.398
H 5.412 0.863 1.279
H 5.428 -1.638 1.173
H 4.425 -2.944 0.551
H 4.232 -2.384 2.228
Br -2.729 -1.830 2.467
C -2.903 -1.523 0.601
C -4.057 -1.946 -0.033
C -4.173 -1.717 -1.395
C -3.135 -1.076 -2.071
C -1.974 -0.658 -1.396
N -1.886 -0.902 -0.026
C -0.864 0.075 -2.349
O -1.217 0.163 -3.580
O 0.269 0.536 -1.943
H -4.851 -2.442 0.511
H -5.059 -2.030 -1.938
H -3.229 -0.898 -3.141
H -0.014 -1.450 -1.086
*
```

These are the Mulliken partial charges, in e, on atoms 1 to 8: atom 1 (Pb): 1.753, atom 2 (C): -1.672, atom 3 (C): 0.394, atom 4 (N): 0.153, atom 5 (N): -0.676, atom 6 (C): 0.773, atom 7 (S): -0.658, atom 8 (S): -0.265

Record 6
The following is a DFT calculation (ωB97M-V/def2-TZVPD) of C26H24ClN4OPTc as an isolated structure in a non-equilibrium geometry.

Calculated values
M: 572.9 u
HOMO-LUMO gap (spin up / spin down): 6.532 / 5.920 eV

Geometry as ORCA input:
```
! wB97M-V def2-TZVPD RIJCOSX def2/J DEFGRID3
* xyz 2 2
Tc -1.328 1.257 -0.518
C -4.430 0.522 1.146
C -3.908 -0.871 0.807
C -2.926 -1.447 1.825
C -3.396 -0.968 -0.635
C -3.418 -2.399 -1.165
O -2.089 -2.590 -1.745
C -1.353 -1.546 -1.530
N -1.948 -0.576 -0.841
C -0.021 -1.588 -2.153
C 0.173 -2.584 -3.106
C 1.378 -2.679 -3.792
C 2.388 -1.777 -3.533
C 2.208 -0.780 -2.573
C 1.017 -0.678 -1.872
P 0.917 0.580 -0.587
C 1.282 -0.219 0.983
C 1.273 -1.610 1.077
C 1.525 -2.227 2.297
C 1.798 -1.459 3.416
C 1.827 -0.070 3.323
C 1.566 0.551 2.116
C 2.150 1.823 -0.922
C 3.393 1.723 -0.285
C 4.408 2.609 -0.611
C 4.194 3.586 -1.573
C 2.967 3.677 -2.220
C 1.947 2.799 -1.900
H -4.725 0.575 2.193
H -5.306 0.769 0.545
H -3.702 1.320 0.984
H -4.787 -1.527 0.806
H -1.953 -0.955 1.800
H -2.746 -2.513 1.672
H -3.328 -1.342 2.831
H -3.990 -0.315 -1.279
H -4.132 -2.577 -1.964
H -3.523 -3.154 -0.388
H -0.618 -3.285 -3.327
H 1.510 -3.456 -4.532
H 3.325 -1.835 -4.069
H 3.015 -0.088 -2.376
H 1.093 -2.228 0.208
H 1.525 -3.306 2.363
H 2.007 -1.939 4.363
H 2.066 0.525 4.194
H 1.617 1.632 2.053
H 3.579 0.961 0.461
H 5.365 2.535 -0.115
H 4.985 4.279 -1.822
H 2.805 4.435 -2.973
H 1.006 2.881 -2.426
Cl -1.568 2.875 -1.959
N -1.251 1.665 1.223
C -1.205 2.056 2.384
N -1.199 2.330 3.538
C -0.870 3.021 4.616
N -0.589 3.604 5.566
*
```

These are the natural (NBO) partial charges, in e, on atoms 1 to 8: atom 1 (Tc): 0.973, atom 2 (C): -0.607, atom 3 (C): -0.238, atom 4 (C): -0.622, atom 5 (C): -0.082, atom 6 (C): -0.084, atom 7 (O): -0.401, atom 8 (C): 0.698

Record 7
The following is a DFT calculation (ωB97M-V/def2-TZVPD) of a 2-piece molecular cluster, C26H24IN4O3S overall in a non-equilibrium geometry.

Calculated values
M: 599.5 u
HOMO-LUMO gap: 6.688 eV

Geometry as ORCA input:
```
! wB97M-V def2-TZVPD RIJCOSX def2/J DEFGRID3
* xyz 1 1
N -0.340 -0.219 -0.631
C 0.704 0.689 -1.145
N 2.070 0.475 -0.581
C 2.670 1.589 0.007
C 3.996 1.590 0.567
C 4.799 0.353 0.513
C 4.166 -0.836 -0.087
C 4.982 -2.164 -0.115
C 4.842 -2.856 1.335
C 6.045 -2.397 2.247
C 5.983 -2.945 3.724
S 4.297 -2.906 4.472
C 4.613 -2.428 6.183
N 5.330 -3.195 7.030
N 5.389 -2.520 8.210
C 4.697 -1.379 8.054
O 4.193 -1.255 6.770
C 2.794 -0.698 -0.630
I 1.971 -2.468 -1.552
H 0.054 -0.828 0.092
H -0.532 -0.861 -1.412
H 0.765 0.689 -2.271
H 0.380 1.735 -0.872
H 2.088 2.540 0.049
H 4.472 2.482 1.026
H 5.846 0.299 0.904
H 4.713 -2.853 -0.949
H 6.062 -1.860 -0.242
H 3.917 -2.385 1.782
H 4.758 -3.972 1.258
H 7.011 -2.725 1.777
H 6.095 -1.271 2.320
H 6.459 -3.963 3.804
H 6.632 -2.265 4.348
H 4.543 -0.597 8.835
C -4.749 1.827 0.925
C -3.498 1.642 0.342
C -3.382 1.551 -1.037
C -4.516 1.632 -1.838
C -5.771 1.793 -1.253
C -5.884 1.902 0.130
C -6.995 1.831 -2.094
O -8.089 1.976 -1.585
C -6.858 1.682 -3.564
C -7.998 1.659 -4.361
C -7.880 1.533 -5.738
C -6.621 1.439 -6.326
C -5.482 1.456 -5.535
C -5.596 1.568 -4.152
C -4.374 1.550 -3.313
O -3.270 1.463 -3.824
H -4.838 1.908 2.002
H -2.614 1.571 0.965
H -2.406 1.412 -1.486
H -6.856 2.041 0.588
H -8.981 1.735 -3.910
H -8.770 1.510 -6.357
H -6.530 1.348 -7.402
H -4.504 1.378 -5.996
*
```

These are the natural (NBO) partial charges, in e, on atoms 1 to 8: atom 1 (N): -0.799, atom 2 (C): -0.064, atom 3 (N): -0.349, atom 4 (C): 0.065, atom 5 (C): -0.218, atom 6 (C): -0.101, atom 7 (C): -0.027, atom 8 (C): -0.446

Record 8
The following is a DFT calculation (ωB97M-V/def2-TZVPD) of C26H24N2O6Pd as an isolated structure.

Calculated values
M: 566.9 u
HOMO-LUMO gap (spin up / spin down): 7.368 / 7.363 eV

Geometry as ORCA input:
```
! wB97M-V def2-TZVPD RIJCOSX def2/J DEFGRID3
* xyz 0 1
Pd 0.344 -1.251 -0.026
O 2.578 -0.384 -0.772
C 2.773 0.750 0.059
C 1.401 1.394 0.459
O 1.315 2.518 0.894
O 0.325 0.630 0.443
C 3.753 1.710 -0.622
C 4.763 1.140 -1.396
C 5.712 1.931 -2.022
C 5.675 3.309 -1.881
C 4.685 3.882 -1.099
C 3.733 3.094 -0.468
C 3.344 0.240 1.385
C 3.745 1.146 2.362
C 4.190 0.696 3.593
C 4.231 -0.665 3.868
C 3.836 -1.571 2.897
C 3.395 -1.122 1.658
H 2.305 -0.062 -1.657
H 4.810 0.065 -1.508
H 6.483 1.463 -2.621
H 6.412 3.930 -2.373
H 4.646 4.957 -0.974
H 2.967 3.554 0.135
H 3.704 2.209 2.161
H 4.505 1.411 4.341
H 4.571 -1.014 4.835
H 3.870 -2.634 3.095
H 3.121 -1.842 0.899
O -2.597 -1.544 -1.036
C -1.919 -0.914 -1.822
N -0.552 -0.711 -1.721
C -0.097 0.067 -2.760
O 1.049 0.439 -2.943
C -1.266 0.351 -3.648
C -1.344 1.063 -4.826
C -2.600 1.163 -5.419
C -3.718 0.562 -4.847
C -3.623 -0.159 -3.660
C -2.377 -0.244 -3.077
H -0.467 1.523 -5.261
H -2.714 1.720 -6.339
H -4.678 0.662 -5.337
H -4.486 -0.630 -3.209
C -3.182 -2.694 2.254
N -1.728 -2.655 2.221
C -1.057 -1.640 3.026
C -1.022 -3.286 1.284
C -1.697 -4.266 0.367
O 0.217 -3.085 1.168
H -3.511 -2.554 3.281
H -3.544 -3.658 1.910
H -3.598 -1.909 1.620
H -1.712 -1.365 3.849
H -0.846 -0.744 2.432
H -0.120 -2.028 3.418
H -2.137 -5.086 0.938
H -0.946 -4.667 -0.307
H -2.484 -3.775 -0.204
*
```

These are the natural (NBO) partial charges, in e, on atoms 1 to 8: atom 1 (Pd): 1.088, atom 2 (O): -0.766, atom 3 (C): 0.101, atom 4 (C): 0.771, atom 5 (O): -0.608, atom 6 (O): -0.665, atom 7 (C): -0.062, atom 8 (C): -0.151